No. 1
{
  "formula": "C4H6N4",
  "method": "ωB97M-V/def2-TZVPD",
  "species": ["C", "N", "N", "C", "N", "N", "C", "C", "H", "H", "H", "H", "H", "H"],
  "xyz": [[-1.326049, -1.056844, -0.196553], [-2.561437, -0.589598, -0.008394], [-2.485712, 0.720308, 0.182411], [-1.286647, 1.050574, -0.122779], [-0.468478, 0.009980, -0.293175], [0.800714, -0.149242, -0.722376], [1.657699, 0.722068, 0.098221], [1.334347, -0.701936, 0.387748], [-0.982947, -1.979912, -0.407047], [-0.872701, 2.017942, -0.549049], [2.691264, 1.055671, -0.330378], [1.043804, 1.184405, 0.731824], [0.289926, -0.877526, 1.055798], [2.166223, -1.405894, 0.173750]],
  "forces_ev_per_a": [[-2.165, 3.565, -0.201], [0.975, -2.998, 1.271], [-1.184, 0.980, -1.036], [3.022, 4.024, -1.512], [-5.131, -0.545, -1.827], [-0.020, 1.815, -3.581], [3.052, -1.816, -1.908], [1.923, -3.531, 3.870], [0.581, -3.088, -0.475], [-0.943, -0.805, 1.525], [-2.470, -0.579, 0.988], [-1.319, 3.409, 2.222], [4.645, -0.411, -0.101], [-0.967, -0.019, 0.765]],
  "smiles": "c1nncn1N1CC1",
  "total_energy_ha": -374.8349,
  "lumo_ev": 0.85,
  "fmax_ha_per_bohr": 0.1085
}

***

No. 2
{
  "formula": "C4H6N4",
  "method": "ωB97M-V/def2-TZVPD",
  "species": ["C", "N", "C", "N", "C", "N", "C", "N", "H", "H", "H", "H", "H", "H"],
  "xyz": [[2.105001, -0.697716, -0.090333], [1.836075, 0.689220, 0.111335], [0.675981, 1.178413, 0.056521], [-0.501195, 0.517819, -0.016235], [-1.838919, 1.057885, -0.041847], [-2.643978, 0.105548, -0.023300], [-1.885334, -1.030467, 0.068428], [-0.625468, -0.756649, 0.146292], [1.487613, -1.220583, -0.769180], [1.989777, -1.331157, 0.848661], [3.195272, -0.894296, -0.343148], [0.526435, 2.211565, 0.093514], [-2.033224, 2.123791, -0.011962], [-2.288033, -1.953369, -0.028743]],
  "forces_ev_per_a": [[2.201, -1.811, 1.900], [0.007, 0.619, -0.436], [2.127, -0.659, 0.354], [-3.790, 1.722, 0.431], [3.577, 1.614, -0.101], [-2.624, -1.660, -0.026], [0.527, 3.006, 0.046], [0.865, -3.184, -0.541], [-0.676, -0.198, -1.056], [-0.078, 1.041, -0.709], [-1.230, 0.723, 0.034], [-0.005, 1.695, 0.141], [0.060, -0.188, -0.233], [-0.961, -2.720, 0.195]],
  "smiles": "C/N=C\\n1cncn1",
  "total_energy_ha": -374.9861,
  "lumo_ev": 0.72,
  "fmax_ha_per_bohr": 0.0814
}

***

No. 3
{
  "formula": "C4H6N4",
  "method": "ωB97M-V/def2-TZVPD",
  "species": ["C", "N", "N", "C", "N", "N", "C", "C", "H", "H", "H", "H", "H", "H"],
  "xyz": [[-0.746542, -1.350847, -0.418861], [0.515804, -1.360422, -0.472730], [1.499060, -0.908551, 0.371458], [1.597612, 0.376023, 0.414173], [0.850609, 1.187584, -0.366867], [-0.530619, 1.647090, -0.265004], [-1.402211, 0.899239, 0.120870], [-1.541537, -0.570635, 0.487616], [-1.067861, -2.399211, -1.143884], [2.217599, 0.571488, 1.272276], [1.504867, 1.803929, -0.893522], [-2.336232, 1.345122, 0.263271], [-2.681472, -0.575331, 0.420193], [-1.424816, -0.828590, 1.590879]],
  "forces_ev_per_a": [[1.191, -4.918, -2.428], [1.737, -1.776, -0.649], [-2.688, 1.107, -0.128], [-0.182, -3.270, 1.702], [-0.077, 2.536, -2.014], [5.187, 2.025, -1.323], [-1.825, -2.729, 2.294], [-2.674, 1.165, 2.025], [-0.207, 3.818, 1.900], [0.754, 1.468, -0.200], [-1.815, 0.064, 0.684], [-1.362, 1.206, -0.194], [1.446, -1.232, -0.461], [0.515, 0.536, -1.208]],
  "smiles": "C1=N\\N=C/N/N=C\\C/1",
  "total_energy_ha": -374.8461,
  "lumo_ev": 0.86,
  "fmax_ha_per_bohr": 0.1113
}

***

No. 4
{
  "formula": "C4H6N4",
  "method": "ωB97M-V/def2-TZVPD",
  "species": ["C", "C", "C", "N", "C", "N", "N", "N", "H", "H", "H", "H", "H", "H"],
  "xyz": [[-1.900150, 0.063538, -0.319340], [-0.336003, -0.347679, 0.233604], [-0.109015, -1.692737, 0.951954], [0.650231, 0.434244, -0.160732], [0.708851, 1.808540, -0.416648], [1.880364, 2.122450, -0.861561], [2.553081, 0.976925, -0.922767], [1.865999, -0.016858, -0.574207], [-1.984291, 0.945188, -0.939749], [-2.688990, -0.433982, 0.120373], [-0.589605, -1.751064, 1.865894], [-0.755832, -2.385055, 0.224478], [0.838034, -2.161356, 1.177043], [-0.132673, 2.437847, -0.378342]],
  "forces_ev_per_a": [[8.705, -0.849, 1.858], [-8.727, -0.775, -0.988], [-1.905, -0.895, -3.812], [2.788, 3.765, -1.966], [-0.358, -1.610, 0.182], [-0.772, 0.685, 0.154], [1.442, -0.716, -0.660], [0.016, -1.110, 1.042], [0.011, -0.077, 0.147], [-1.480, -0.962, 0.750], [-1.419, 0.404, 1.863], [1.705, 0.911, 1.797], [0.716, 0.612, -0.868], [-0.721, 0.619, 0.499]],
  "smiles": "C=C(C)n1cnnn1",
  "total_energy_ha": -374.8615,
  "lumo_ev": [-0.58, -0.58],
  "fmax_ha_per_bohr": 0.1739
}

***

No. 5
{
  "formula": "C4H6N4O",
  "method": "ωB97M-V/def2-TZVPD",
  "species": ["N", "N", "C", "C", "O", "C", "N", "N", "C", "H", "H", "H", "H", "H", "H"],
  "xyz": [[-0.830606, -0.027149, 2.863670], [-0.230203, -0.342063, 1.612814], [-0.486429, 0.065633, 0.428912], [0.299522, -0.236915, -0.589674], [1.284583, -1.157483, -0.389795], [-0.140806, -0.758007, -2.011223], [0.093880, 0.099293, -2.971355], [0.713931, 1.403124, -2.294114], [0.874360, 1.211887, -1.058009], [-1.349671, -1.087406, 3.107752], [-1.745475, 0.639258, 2.781603], [-0.997968, 1.153095, 0.267785], [1.613481, -0.991272, 0.621945], [-0.490615, -1.740650, -2.009416], [1.392016, 1.768653, -0.360894]],
  "forces_ev_per_a": [[-4.176, -2.003, -0.737], [-0.477, -1.334, -0.007], [-5.258, 5.227, 7.223], [4.792, -0.273, -7.881], [2.729, -0.247, 4.680], [0.610, 5.318, 0.087], [0.060, -0.683, 2.901], [-0.356, -0.989, -0.744], [-1.657, -4.117, -2.114], [2.102, 3.986, -0.591], [2.560, -1.657, -0.224], [-0.098, -2.629, 0.416], [-1.117, -0.933, -3.266], [-0.599, -1.392, -0.857], [0.886, 1.727, 1.113]],
  "smiles": "N/N=C/C1(O)C=NN=C1",
  "total_energy_ha": -450.0535,
  "lumo_ev": 0.12,
  "fmax_ha_per_bohr": 0.2013
}

***

No. 6
{
  "formula": "C4H6N4O2",
  "method": "ωB97M-V/def2-TZVPD",
  "species": ["C", "C", "C", "C", "N", "N", "N", "N", "O", "O", "H", "H", "H", "H", "H", "H"],
  "xyz": [[1.076143, -2.706145, -0.456944], [1.415040, -2.029414, -1.660376], [-0.235542, 1.459859, 1.440382], [-1.527810, 1.288305, 1.211865], [0.899529, -1.847390, 0.491984], [1.413928, -0.770703, -1.266446], [1.101476, -0.637327, 0.030763], [-2.071337, 2.267419, 0.295754], [-3.293685, 2.201620, 0.218702], [-1.393053, 3.175363, -0.114120], [1.150466, -3.808566, -0.386904], [1.486894, -2.412650, -2.652716], [0.410119, 0.814193, 1.993073], [1.719880, 0.003226, -1.803314], [-0.025580, 2.514321, 1.224000], [-2.126469, 0.487886, 1.434297]],
  "forces_ev_per_a": [[1.245, -2.375, -3.672], [-0.810, -1.580, 1.959], [4.542, 2.082, 1.773], [-3.852, 1.973, -3.582], [-0.185, 1.775, 1.683], [-0.181, 0.116, 0.274], [0.216, -0.072, -0.210], [1.436, -4.390, 3.082], [-3.271, 0.404, -0.402], [1.581, 2.142, -1.408], [-0.604, 0.970, 0.434], [0.404, 0.167, -0.373], [0.219, -0.273, -0.221], [-0.062, 0.918, -0.238], [0.905, -0.275, 0.425], [-1.584, -1.583, 0.475]],
  "s_squared": 2.01,
  "total_energy_ha": -525.1997,
  "lumo_ev": [0.62, -3.66],
  "spin_multiplicity": 3,
  "fmax_ha_per_bohr": 0.1092
}

***

No. 7
{
  "formula": "C4H6N4O3",
  "method": "ωB97M-V/def2-TZVPD",
  "species": ["H", "N", "C", "O", "C", "C", "O", "N", "O", "N", "C", "N", "H", "H", "H", "H", "H"],
  "xyz": [[0.972769, -0.569760, -3.347927], [0.553596, -0.930591, -2.401909], [0.757254, -0.194264, -1.405695], [0.199566, -0.449646, -0.246927], [-0.680044, -1.536137, -0.093633], [-1.413620, -1.230058, 1.190505], [1.447552, 1.045739, -1.367287], [1.531855, 1.595062, -0.027434], [2.628901, 1.539357, 0.415184], [0.456916, 2.008331, 0.335558], [0.056105, 2.669884, 1.389195], [-0.415039, 3.256520, 2.243946], [-1.272896, -1.575436, -1.098062], [-0.097050, -2.541550, -0.061182], [-2.440605, -1.260427, 1.133265], [-1.084268, -1.717385, 2.051608], [-1.200991, -0.109641, 1.290796]],
  "forces_ev_per_a": [[-0.879, -0.744, 2.570], [1.621, 1.333, -2.738], [-0.740, 0.116, -0.412], [1.509, 0.603, 0.631], [-0.415, -2.604, -1.951], [1.462, 3.154, -1.196], [-0.405, -1.100, -0.099], [1.292, -0.920, -1.098], [0.690, 0.330, 0.889], [-2.566, 0.683, -1.109], [1.485, -0.536, -0.190], [-0.760, 0.882, 1.347], [0.529, -0.038, 2.067], [-0.783, 1.742, -0.059], [-2.355, -0.544, -0.326], [0.729, -0.906, 1.211], [-0.414, -1.451, 0.461]],
  "smiles": "[H]/N=C(/OCC)O/[N+]([O-])=N/C#N",
  "total_energy_ha": -600.5466,
  "lumo_ev": -0.93,
  "fmax_ha_per_bohr": 0.0715
}

***

No. 8
{
  "formula": "C4H6N4OS",
  "method": "ωB97M-V/def2-TZVPD",
  "species": ["N", "S", "N", "O", "H", "H", "C", "C", "N", "C", "N", "C", "H", "H", "H", "H"],
  "xyz": [[1.462118, 0.223728, -2.585672], [0.934993, 1.552971, -2.131282], [-0.138949, 2.352683, -2.838655], [1.292595, 1.887679, -0.796206], [0.898949, -0.042799, -3.408623], [-0.643668, 3.004933, -2.224928], [0.526977, -0.211112, 1.769965], [-0.721825, -0.198360, 2.352067], [-1.748257, -0.744729, 1.708088], [-1.639120, -0.977368, 0.402425], [-0.518986, -0.815824, -0.282311], [0.604004, -0.495899, 0.435919], [1.380910, -0.002086, 2.267078], [-0.810073, 0.282709, 3.283048], [-2.570306, -1.371197, -0.028728], [1.519135, -0.531014, -0.135110]],
  "forces_ev_per_a": [[-0.402, 0.311, -1.338], [-1.944, 0.178, 0.851], [0.469, -0.671, -0.328], [0.814, 0.743, 0.609], [0.501, -0.102, 0.184], [0.634, -0.257, -0.139], [-1.536, -0.345, -1.502], [0.400, -0.974, -1.700], [-0.987, 1.209, 0.831], [0.502, -0.314, 1.028], [0.810, 0.103, -0.134], [-1.848, -1.173, -1.174], [2.475, 0.948, 1.714], [-0.703, -0.032, 1.375], [0.718, 0.220, -0.402], [0.099, 0.156, 0.126]],
  "smiles": "N=S(=N)=O.c1cncnc1",
  "total_energy_ha": -848.3646,
  "lumo_ev": -0.23,
  "fmax_ha_per_bohr": 0.0614
}

***

No. 9
{
  "formula": "C4H6N5O",
  "method": "ωB97M-V/def2-TZVPD",
  "species": ["C", "C", "C", "C", "N", "N", "N", "N", "N", "O", "H", "H", "H", "H", "H", "H"],
  "xyz": [[3.691034, 0.536703, -0.138784], [1.335368, 1.654568, -0.000054], [-0.869613, 0.731105, 0.589190], [0.756042, -0.656499, -0.673569], [3.980871, 0.130607, 1.042868], [4.504918, 0.078914, -1.068958], [5.074111, -0.560401, 0.872033], [5.320599, -0.712460, -0.442986], [0.431076, 0.633853, -0.022298], [1.125647, 2.809742, 0.264082], [-0.808874, 0.170920, 1.559013], [-0.957212, 1.756879, 0.756784], [-1.867167, 0.303070, 0.129625], [0.276784, -0.781330, -1.708578], [1.849550, -0.487134, -0.716612], [0.214856, -1.468470, -0.083413]],
  "forces_ev_per_a": [[0.645, 0.170, -1.542], [-2.391, 0.199, -0.603], [-1.169, -1.783, 1.032], [-0.941, 0.815, -0.097], [-0.499, 1.347, 1.891], [-1.466, 0.520, -2.276], [1.284, -2.982, -0.065], [1.258, 0.575, 1.981], [-0.375, -1.009, -1.357], [0.266, -0.443, 0.378], [-0.181, 0.586, -0.454], [-0.874, 1.651, 0.683], [2.333, 0.810, -0.157], [0.773, 0.677, 1.145], [-0.299, -1.829, -0.245], [1.636, 0.697, -0.311]],
  "s_squared": 2.01,
  "total_energy_ha": -504.8522,
  "lumo_ev": [3.23, 2.20],
  "spin_multiplicity": 3,
  "total_charge": -1,
  "fmax_ha_per_bohr": 0.0631
}

***

No. 10
{
  "formula": "C4H6N6",
  "method": "ωB97M-V/def2-TZVPD",
  "species": ["C", "C", "C", "C", "N", "N", "N", "N", "N", "N", "H", "H", "H", "H", "H", "H"],
  "xyz": [[-2.430996, -0.720949, 1.516280], [-0.364718, 0.508226, 0.116417], [-0.630367, 0.737934, -2.369280], [0.768782, 0.023554, 2.300564], [-2.912720, -0.826729, 2.608415], [1.373755, 0.540966, -1.071078], [1.751703, 0.392678, 0.122521], [-2.155825, -0.730756, 0.316014], [0.051132, 0.589183, -1.122276], [0.688661, 0.309855, 0.922027], [-1.622502, 0.493917, -2.061413], [-0.658471, 1.806246, -2.811332], [-0.137918, 0.215900, -3.211612], [1.547313, -0.777622, 2.573693], [1.220006, 0.865562, 2.864354], [-0.269803, -0.317324, 2.763415]],
  "forces_ev_per_a": [[-1.760, 0.013, 3.502], [-4.904, -2.193, 2.208], [-0.253, 2.105, -1.473], [-0.008, -1.418, 3.725], [0.813, 0.101, -0.742], [2.342, 0.161, -0.658], [2.107, -0.406, -0.211], [2.494, 1.211, -3.061], [1.677, 0.508, 1.253], [-1.312, 0.707, -3.340], [-0.931, -0.625, -0.815], [0.224, -1.255, 1.439], [-0.500, -0.563, 1.011], [-1.339, 0.715, -1.167], [-0.857, -0.021, -0.410], [2.206, 0.960, -1.260]],
  "total_energy_ha": -484.3184,
  "lumo_ev": [-1.46, -1.56],
  "fmax_ha_per_bohr": 0.1130
}

***

No. 11
{
  "formula": "C4H6NO",
  "method": "ωB97M-V/def2-TZVPD",
  "species": ["C", "C", "C", "C", "N", "O", "H", "H", "H", "H", "H", "H"],
  "xyz": [[-0.476715, -0.170031, 0.041194], [-0.578863, 1.170125, -0.192269], [-1.758736, -1.006664, 0.038859], [0.912002, -0.590019, 0.301022], [1.849455, 0.095743, -0.165298], [3.099117, 0.049355, 0.039793], [0.109345, 1.845573, 0.367438], [-1.552300, 1.761330, -0.284114], [-1.503658, -2.029011, -0.300536], [-2.738461, -0.497728, 0.055232], [1.170286, -1.317920, 1.054447], [1.468527, 0.689252, -0.955771]],
  "forces_ev_per_a": [[-4.439, -1.515, -0.348], [-0.493, 3.602, 0.942], [4.536, 0.650, 0.161], [-2.332, -1.776, 1.872], [0.575, 1.311, -3.063], [0.869, -0.014, 0.359], [-0.010, -0.458, -0.545], [0.990, -1.451, -0.302], [-1.125, 0.362, 0.277], [0.811, -0.524, -0.326], [-0.016, -0.250, 0.025], [0.634, 0.063, 0.947]],
  "total_energy_ha": -285.8655,
  "lumo_ev": 4.45,
  "total_charge": -1,
  "fmax_ha_per_bohr": 0.0915
}

***

No. 12
{
  "formula": "C4H6NO",
  "method": "ωB97M-V/def2-TZVPD",
  "species": ["C", "C", "C", "C", "N", "O", "H", "H", "H", "H", "H", "H"],
  "xyz": [[-0.965374, 0.813383, 0.334602], [0.214222, 0.218003, 0.060945], [-0.369195, -1.187477, -0.168700], [1.548679, 0.702595, -0.391878], [-1.832334, -0.327125, 0.214022], [-2.394318, -0.829045, 1.258038], [-1.224009, 1.860845, 0.669682], [-0.311910, -1.598687, -1.169938], [-0.239086, -1.938627, 0.628001], [2.342277, 0.047972, 0.054174], [1.557041, 1.748583, -0.060683], [1.674006, 0.489580, -1.428265]],
  "forces_ev_per_a": [[0.959, 1.332, 0.647], [-1.055, -0.777, -1.290], [-1.526, 1.797, 0.927], [-0.224, -0.668, 2.564], [2.120, -2.721, 0.984], [-0.624, 0.866, -0.709], [0.082, -1.429, -0.538], [-0.057, 0.022, -0.280], [-0.086, 0.449, -0.394], [-0.414, 0.885, -0.055], [0.845, -0.033, -0.553], [-0.021, 0.278, -1.302]],
  "s_squared": 2.01,
  "total_energy_ha": -285.7943,
  "lumo_ev": [4.38, 3.16],
  "spin_multiplicity": 3,
  "total_charge": -1,
  "fmax_ha_per_bohr": 0.0698
}